Computed, not measured: a structure of composition C30H47BrN4OP2Ti, with the ωB97M-V functional and the def2-TZVPD basis.

Geometry as XYZ:
```
86
Properties=species:S:1:pos:R:3:forces:R:3
N -5.4975 -1.5694 4.0029 -0.224 -0.211 0.306
C -4.3281 -0.9480 4.1333 0.177 0.017 -0.394
C -3.9024 0.0007 3.2133 -0.252 0.286 0.244
C -4.7451 0.3442 2.1329 0.025 -0.592 -0.048
C -5.9576 -0.3703 1.9858 -0.016 0.188 -0.076
C -6.3087 -1.2958 2.9827 0.319 0.370 -0.634
C -4.2255 1.3347 1.2129 -0.606 0.089 1.154
Ti 0.4823 0.6474 -0.3332 2.743 -1.255 -0.238
P 2.8963 0.0133 -1.4154 0.119 0.767 -0.829
C -4.4797 1.4695 -0.1160 -0.637 0.609 -1.821
C -3.4357 2.1080 -0.8673 -0.351 -1.577 2.224
C -2.9898 1.5498 -2.0977 0.935 0.219 -0.856
C -1.6391 1.5909 -2.3628 -1.360 0.128 -0.978
C -0.7226 2.0696 -1.3492 0.959 1.512 -1.739
C -1.2644 3.1595 -0.5660 -1.038 0.827 0.083
C -2.5843 3.0662 -0.2066 1.405 0.672 0.190
Br 1.1556 2.8357 -2.4876 -2.994 0.015 1.633
H -3.5300 2.0349 1.6904 0.122 -0.501 -0.320
H -5.3260 0.9856 -0.6536 0.935 -0.025 0.530
H -2.9288 0.4767 3.3413 -0.274 0.063 -0.006
H -6.6340 -0.1926 1.1384 0.288 -0.010 0.484
H -3.6861 -1.2247 4.9790 -0.428 0.037 -0.270
H -7.2593 -1.8378 2.9070 0.434 0.182 0.212
H -3.7126 1.0682 -2.7623 0.322 0.251 0.049
H -2.9884 3.7064 0.5926 0.058 -0.010 -0.830
H -1.2526 1.3986 -3.3752 -0.139 -0.464 0.744
H -0.6891 4.0959 -0.4719 -0.156 -0.711 0.610
P -0.4951 -1.7007 -0.8399 -0.638 -2.094 -0.534
C 3.3196 1.6262 -0.6448 0.017 -0.117 0.068
C 4.1473 2.5772 -1.5211 0.029 0.797 0.139
H 3.8494 1.3982 0.2928 -0.097 -0.077 -0.196
H 2.3766 2.1382 -0.3594 0.416 0.058 0.185
H 4.1571 3.5639 -1.0433 0.096 -0.159 -0.019
H 5.1903 2.2609 -1.6265 -0.451 0.020 -0.062
H 3.6999 2.7381 -2.5060 0.329 -0.225 0.138
C 2.5228 0.0547 -3.2093 -0.945 0.650 -0.117
C 3.6641 0.2508 -4.1893 0.491 -0.040 -0.336
H 1.8187 0.9063 -3.3374 0.541 -1.240 -0.061
H 1.9400 -0.8520 -3.4440 0.401 0.140 0.173
H 3.2383 0.4062 -5.1895 0.111 -0.134 0.225
H 4.2570 1.1421 -3.9579 -0.067 -0.250 -0.060
H 4.3222 -0.6218 -4.2384 -0.037 0.195 -0.026
C 4.4758 -0.9266 -1.2399 -0.577 -1.331 0.835
C 5.8028 -0.2059 -1.5082 0.122 0.491 -0.199
H 4.3750 -1.8008 -1.9055 -0.032 0.217 0.308
H 4.4602 -1.2977 -0.1987 0.163 -0.073 -0.399
H 6.6206 -0.9248 -1.3704 -0.327 -0.006 0.022
H 5.8834 0.1715 -2.5350 -0.060 -0.084 0.320
H 5.9873 0.6157 -0.8077 -0.031 -0.273 -0.119
C 0.3094 -3.2288 -0.1686 0.540 0.530 0.633
C 1.7613 -3.4573 -0.5822 0.275 -0.130 0.013
H -0.3157 -4.0715 -0.5120 -0.032 0.498 0.044
H 0.2318 -3.1763 0.9280 0.054 -0.135 -0.357
H 2.0245 -4.5035 -0.3701 -0.013 0.311 -0.137
H 1.9429 -3.2811 -1.6514 -0.108 -0.131 0.186
H 2.4553 -2.8344 -0.0046 -0.195 -0.040 -0.091
C -0.5981 -2.2028 -2.6130 0.325 0.590 -0.168
C -1.7349 -1.5399 -3.3698 -0.202 0.129 -0.394
H -0.7061 -3.2987 -2.6336 0.149 0.315 0.182
H 0.3732 -1.9431 -3.0620 -0.364 -0.305 -0.007
H -1.6730 -1.7813 -4.4354 -0.044 -0.036 0.172
H -2.7186 -1.8591 -3.0127 0.165 -0.018 -0.094
H -1.6916 -0.4549 -3.2782 -0.008 -0.410 -0.151
C -2.2368 -1.9690 -0.2650 -0.315 0.755 0.060
C -2.4379 -2.5113 1.1479 0.082 -0.013 0.238
H -2.7003 -2.6579 -0.9909 0.312 0.291 0.096
H -2.7375 -0.9895 -0.3629 -0.141 -0.391 -0.084
H -3.5090 -2.6933 1.3110 0.282 0.043 -0.050
H -1.9117 -3.4590 1.3115 -0.222 0.234 -0.036
H -2.1150 -1.7903 1.9080 0.010 -0.149 -0.058
C 1.6843 -1.4181 3.8681 0.242 -0.390 0.248
N 1.3743 -0.0520 3.3966 -0.391 -0.009 0.116
C 1.2350 0.9502 4.3320 0.086 0.598 -0.696
C 0.9312 2.2180 3.9202 0.129 -0.209 1.267
C 0.7272 2.4820 2.5538 -0.204 0.824 -1.405
N 0.7255 1.4415 1.6778 0.102 0.022 0.173
C 1.0935 0.2254 2.1197 0.214 -0.759 -0.292
O 1.1653 -0.6619 1.1872 -0.575 0.801 0.224
N 0.5643 3.7073 2.0388 -0.168 -0.812 0.385
H 1.9666 -1.2821 4.9116 0.076 -0.360 -0.113
H 2.5215 -1.8671 3.3246 -0.206 0.291 0.015
H 0.8136 -2.0817 3.8211 0.097 0.313 -0.120
H 1.4431 0.6235 5.3538 -0.191 0.515 -0.228
H 0.8624 3.0301 4.6377 0.065 -0.162 -0.032
H 0.4513 4.5029 2.6447 0.129 0.216 0.148
H 0.3687 3.8480 1.0502 0.222 -0.159 0.598
```
Positions in Å, forces in eV/Å.

Output
LUMO level (spin up / spin down) = -13.85 / -13.91 eV
Net charge = +4
Frontier orbital gap (spin up / spin down) = 5.058 / 4.995 eV

***

Computed, not measured: the molecule C8H6, with the ωB97M-V functional and the def2-TZVPD basis.

Geometry as XYZ:
```
14
Properties=species:S:1:pos:R:3:forces:R:3
C -0.5873 1.9335 -1.2874 -0.190 0.357 0.350
C -0.8107 1.4571 -0.1897 -0.179 1.998 -2.335
C -0.7400 0.3863 0.7670 0.905 -0.330 -1.565
C -0.9931 -0.8639 -0.2195 0.302 -0.983 -0.694
C 0.4170 -1.5372 -0.2241 -0.899 1.235 -1.755
C 1.3675 -0.6466 0.1681 -0.853 -0.751 1.997
C 1.9941 0.1120 1.2238 -1.600 0.489 -1.809
C 0.7182 0.4944 1.0425 2.265 -2.844 0.264
H -0.3997 2.3321 -2.2946 -0.277 -0.253 1.262
H -1.3390 0.3774 1.6076 -1.352 0.479 1.722
H -1.2325 -0.2990 -1.1791 0.238 -1.546 0.923
H -1.8213 -1.6569 -0.0964 1.034 1.455 0.583
H 0.4383 -2.4130 -0.9002 0.784 0.452 0.707
H 2.9885 0.3237 1.5820 -0.178 0.241 0.350
```
Positions in Å, forces in eV/Å.

Output
LUMO level = 0.92 eV
Frontier orbital gap = 8.948 eV
Relative energy (zero: lowest compared OMol25 entry of this formula, charge and spin) = 4.333 eV

***

Computed, not measured: a structure of composition CH3IO3S, with the ωB97M-V functional and the def2-TZVPD basis.

Geometry as XYZ:
```
9
Properties=species:S:1:pos:R:3:forces:R:3
C -0.1679 -0.4107 0.1760 0.727 1.872 -0.010
O -0.2467 -1.6256 -2.1818 1.664 0.882 -1.995
O -2.6303 -2.1194 -1.9273 -2.176 0.463 -0.743
O -1.4891 -0.7220 -0.2672 -0.919 1.323 0.013
S -1.3743 -1.8302 -1.3539 -0.577 -1.136 -0.855
I -0.8797 -3.7518 0.1990 0.597 -3.114 2.145
H -0.3282 0.6922 0.5742 1.059 -2.497 -0.485
H 0.4744 -0.5031 -0.7879 -0.485 0.808 2.307
H 0.1037 -1.2185 0.9175 0.112 1.399 -0.377
```
Positions in Å, forces in eV/Å.

Output
LUMO level (spin up / spin down) = 0.45 / -4.21 eV
Frontier orbital gap (spin up / spin down) = 7.445 / 6.625 eV
Relative energy (zero: lowest compared OMol25 entry of this formula, charge and spin) = 1.185 eV
Spin multiplicity = 3

***

no.,DFT total energy (Ha)
1,-5570.2311
2,-308.1394
3,-961.3322